ORCA calculation (the ωB97M-V functional and the def2-TZVPD basis) on a 6-piece molecular cluster, C28H42F15N2O14S2 overall.

Electronic energy   -123784.230 eV
Kohn-Sham gap   6.8 eV
Net charge   +1
LUMO energy   -0.1786 hartree
Largest force on an atom   8.04 eV/Å
Spin multiplicity   1

Each line ends with the Mulliken charge.
CARTESIAN COORDINATES (ANGSTROEM)
N: 3.15 0.34 -1.33  -0.54
C: 1.79 0.02 -0.83  -0.30
C: 1.51 -1.59 -0.67  -0.36
C: 0.70 -1.77 0.71  -0.40
S: -0.15 -3.41 0.92  0.19
C: -1.62 -3.28 2.10  -0.49
C: -1.38 -2.25 3.31  -0.51
C: -2.61 -1.18 3.49  -1.00
C: -2.65 -0.06 2.34  0.39
S: -1.33 1.26 2.51  1.12
O: -0.66 1.46 1.16  -0.56
O: -1.93 2.61 2.89  -0.59
O: -0.18 0.86 3.70  -0.53
N: -0.87 -3.94 -0.59  -0.42
C: -1.69 -3.02 -1.06  0.84
O: -2.38 -2.10 -1.52  -0.39
H: 3.80 0.62 -0.57  0.27
H: 3.55 -0.40 -1.93  0.26
H: 0.93 0.49 -1.47  0.16
H: 1.69 0.46 0.24  0.19
H: 0.85 -1.97 -1.55  0.20
H: 2.51 -2.15 -0.72  0.33
H: -0.12 -0.96 0.74  0.05
H: 1.44 -1.63 1.58  0.56
H: -1.71 -4.34 2.58  0.42
H: -2.62 -3.08 1.54  0.37
H: -1.34 -2.81 4.33  0.38
H: -0.39 -1.66 3.24  0.27
H: -3.64 -1.74 3.45  0.50
H: -2.55 -0.62 4.51  0.44
H: -3.66 0.52 2.35  0.43
H: -2.60 -0.60 1.32  -0.59
H: 0.60 1.49 3.62  0.39
C: -10.01 0.03 3.61  -1.11
C: -9.13 -1.21 3.63  -0.20
O: -7.74 -0.85 3.63  -0.29
C: -7.23 -0.49 4.83  0.13
O: -7.86 -0.45 5.86  -0.49
C: -5.74 -0.18 4.70  1.12
F: -5.46 0.61 3.64  -0.28
F: -5.00 -1.31 4.55  -0.34
F: -5.24 0.46 5.78  -0.25
H: -9.74 0.68 2.77  0.31
H: -11.06 -0.24 3.53  0.38
H: -9.88 0.62 4.52  0.32
H: -9.30 -1.79 2.72  0.30
H: -9.37 -1.86 4.47  0.32
C: -4.44 0.57 -1.28  -0.86
C: -3.55 1.29 -2.28  -0.21
O: -4.32 2.22 -3.06  -0.34
C: -4.60 3.40 -2.47  0.38
O: -4.26 3.70 -1.36  -0.52
C: -5.37 4.30 -3.44  0.80
F: -6.38 3.66 -4.06  -0.25
F: -4.57 4.80 -4.41  -0.19
F: -5.93 5.37 -2.82  -0.24
H: -5.28 0.09 -1.80  0.37
H: -3.88 -0.19 -0.74  -0.01
H: -4.87 1.26 -0.56  0.37
H: -3.12 0.57 -2.97  0.36
H: -2.72 1.80 -1.78  0.35
C: 8.75 0.13 0.88  -1.17
C: 7.79 -0.53 1.85  -0.03
O: 7.11 0.45 2.64  -0.32
C: 6.07 1.08 2.05  0.36
O: 5.70 0.85 0.92  -0.53
C: 5.41 2.06 3.01  0.88
F: 6.31 2.83 3.67  -0.24
F: 4.69 1.43 3.97  -0.27
F: 4.57 2.91 2.40  -0.24
H: 9.45 0.78 1.42  0.36
H: 9.33 -0.62 0.34  0.39
H: 8.22 0.75 0.16  0.28
H: 8.34 -1.17 2.54  0.38
H: 7.07 -1.17 1.33  0.13
C: 5.23 -6.83 -0.43  -1.05
C: 6.20 -6.49 -1.54  -0.21
O: 6.49 -5.08 -1.55  -0.32
C: 7.41 -4.66 -0.65  0.19
O: 7.97 -5.38 0.14  -0.51
C: 7.66 -3.16 -0.80  1.09
F: 6.51 -2.45 -0.91  -0.27
F: 8.39 -2.88 -1.90  -0.27
F: 8.33 -2.63 0.25  -0.24
H: 4.33 -6.22 -0.50  0.23
H: 4.95 -7.88 -0.47  0.38
H: 5.67 -6.63 0.55  0.32
H: 5.75 -6.72 -2.51  0.33
H: 7.12 -7.07 -1.47  0.33
C: -0.95 4.90 -3.91  -0.91
C: -1.44 5.14 -5.32  -0.15
O: -0.40 5.71 -6.13  -0.32
C: 0.51 4.84 -6.62  0.36
O: 0.50 3.65 -6.41  -0.51
C: 1.53 5.57 -7.49  0.83
F: 1.98 6.71 -6.93  -0.24
F: 1.00 5.93 -8.69  -0.25
F: 2.61 4.82 -7.77  -0.24
H: -0.54 5.81 -3.48  0.33
H: -1.76 4.54 -3.27  0.16
H: -0.15 4.15 -3.90  0.31
H: -2.26 5.87 -5.30  0.30
H: -1.84 4.23 -5.78  0.31

=====

ORCA calculation (the ωB97M-V functional and the def2-TZVPD basis) on BrPb as an isolated structure.

Electronic energy   -75282.110 eV
Kohn-Sham gap   7.1 eV
Net charge   +1
LUMO energy   -0.2766 hartree
Largest force on an atom   3.13 eV/Å
Spin multiplicity   1

Each line ends with the natural charge from an NBO analysis.
CARTESIAN COORDINATES (ANGSTROEM)
Pb: -1.06 0.26 -1.01  1.50
Br: 1.06 -0.26 1.01  -0.50

=====

ORCA calculation (the ωB97M-V functional and the def2-TZVPD basis) on C6H12BrClFNO2PbS as an isolated structure.

Electronic energy   -113348.023 eV
Kohn-Sham gap   7.1 eV
Net charge   +2
LUMO energy   -0.3750 hartree
Largest force on an atom   1.08 eV/Å
Spin multiplicity   1

Each line ends with the natural charge from an NBO analysis.
CARTESIAN COORDINATES (ANGSTROEM)
C: 2.23 -0.27 0.99  -0.56
C: 2.00 1.15 0.53  -0.46
C: 0.93 1.29 -0.54  -0.05
Br: 1.65 0.51 -2.20  0.05
N: -0.38 0.70 -0.12  -0.73
C: -1.30 0.03 -1.09  -0.32
C: -1.51 -1.44 -0.85  0.06
C: -1.80 -1.91 0.53  -0.68
Cl: 0.12 -2.35 -1.51  -0.28
S: -1.35 1.86 0.66  2.53
O: -1.67 2.91 -0.23  -0.85
O: -2.30 1.15 1.43  -0.86
F: -0.27 2.41 1.63  -0.46
H: 1.32 -0.78 1.31  0.23
H: 2.65 -0.74 0.07  0.06
H: 2.99 -0.36 1.77  0.27
H: 1.76 1.78 1.39  0.28
H: 2.93 1.54 0.10  0.25
H: 0.78 2.33 -0.80  0.26
H: -1.07 0.28 -2.12  0.26
H: -2.32 0.40 -0.91  0.29
H: -2.19 -1.85 -1.60  0.26
H: -2.73 -1.40 0.83  0.30
H: -1.03 -1.61 1.25  0.24
H: -1.97 -2.98 0.57  0.26
Pb: 2.56 -2.65 -1.08  1.64

=====

ORCA calculation (the ωB97M-V functional and the def2-TZVPD basis) on a 2-piece molecular cluster, C22H33ClFINO2 overall.

Electronic energy   -52268.257 eV
Kohn-Sham gap   8.4 eV
Net charge   +1
LUMO energy   -0.0972 hartree
Largest force on an atom   0.97 eV/Å
Spin multiplicity   1

Each line ends with the natural charge from an NBO analysis.
CARTESIAN COORDINATES (ANGSTROEM)
C: 2.08 -3.31 2.35  -0.33
C: 1.67 -3.05 1.13  -0.24
C: 0.77 -1.88 0.78  -0.28
C: -0.57 -1.98 1.59  -0.25
C: -0.87 -0.67 2.34  -0.41
C: -1.45 0.46 1.50  -0.40
C: -1.21 1.87 2.06  -0.39
C: 0.27 2.26 2.21  -0.62
C: -1.62 -2.34 0.52  -0.16
I: -3.12 -3.64 1.25  0.23
N: -0.81 -2.91 -0.63  -0.41
C: -1.58 -3.20 -1.88  -0.22
C: -2.09 -4.64 -2.02  -0.46
C: -3.62 -4.78 -2.13  -0.38
Cl: -4.24 -6.15 -1.17  -0.04
C: 0.31 -1.90 -0.69  0.00
C: 1.42 -2.20 -1.70  -0.44
C: 1.21 -1.65 -3.12  -0.53
C: 1.93 -0.36 -3.46  0.79
O: 1.73 0.24 -4.48  -0.55
O: 2.80 0.08 -2.51  -0.70
H: 2.41 -4.30 2.64  0.22
H: 2.09 -2.55 3.12  0.20
H: 2.01 -3.71 0.33  0.21
H: 1.22 -0.90 0.93  0.26
H: -0.56 -2.80 2.29  0.24
H: 0.08 -0.37 2.80  0.22
H: -1.54 -0.88 3.18  0.23
H: -2.53 0.31 1.46  0.21
H: -1.11 0.43 0.46  0.18
H: -1.74 1.99 3.01  0.21
H: -1.65 2.57 1.35  0.22
H: 0.35 3.04 2.96  0.22
H: 0.90 1.44 2.55  0.19
H: 0.63 2.65 1.26  0.22
H: -2.15 -1.49 0.11  0.23
H: -0.46 -3.82 -0.29  0.44
H: -0.88 -3.03 -2.70  0.23
H: -2.37 -2.46 -1.99  0.23
H: -1.67 -5.03 -2.94  0.24
H: -1.72 -5.29 -1.22  0.24
H: -3.91 -5.01 -3.15  0.23
H: -4.14 -3.88 -1.83  0.22
H: -0.18 -0.97 -0.97  0.23
H: 1.63 -3.28 -1.72  0.22
H: 2.32 -1.75 -1.28  0.27
H: 1.51 -2.39 -3.85  0.26
H: 0.16 -1.43 -3.33  0.23
H: 2.91 1.03 -2.64  0.51
F: 0.32 4.41 -0.13  -0.35
C: 0.80 5.62 0.25  0.39
C: 1.56 5.69 1.41  -0.29
C: 2.05 6.93 1.79  -0.18
C: 1.78 8.06 1.03  -0.22
C: 1.02 7.95 -0.13  -0.18
C: 0.52 6.72 -0.53  -0.29
H: 1.75 4.80 1.99  0.23
H: 2.65 7.01 2.69  0.22
H: 2.17 9.02 1.33  0.22
H: 0.81 8.83 -0.72  0.22
H: -0.07 6.61 -1.42  0.23

=====

ORCA calculation (the ωB97M-V functional and the def2-TZVPD basis) on a 2-piece molecular cluster, C8H17N4O overall.

Electronic energy   -16567.472 eV
Kohn-Sham gap (alpha / beta)   7.6 / 7.6 eV
Net charge   +1
LUMO energy (alpha / beta)   -0.1126 / -0.1128 hartree
Largest force on an atom   6.30 eV/Å
Spin multiplicity   1

Each line ends with the natural charge from an NBO analysis.
CARTESIAN COORDINATES (ANGSTROEM)
C: -1.16 0.91 -2.19  -0.06
C: -0.69 -1.15 -1.52  -0.13
C: -0.96 -0.45 -2.65  0.10
C: 2.52 0.18 -0.49  -0.70
C: -1.46 -0.07 3.02  -0.40
C: -0.27 1.82 1.62  -0.40
C: 2.17 -0.46 0.78  0.35
C: -0.36 -0.55 0.85  -0.07
N: -1.07 0.97 -0.89  -0.34
N: -0.83 -0.25 -0.47  -0.21
N: -0.89 -0.85 -3.97  -0.81
N: -0.92 0.42 1.73  -0.42
O: 2.46 -1.70 1.05  -0.60
H: -1.39 1.81 -2.86  0.23
H: -0.49 -2.12 -1.41  0.21
H: 3.54 0.20 -0.59  0.25
H: 2.19 1.12 -0.52  0.24
H: 2.27 -0.53 -1.23  0.23
H: -0.62 -0.11 3.71  0.23
H: -2.27 0.43 3.45  0.24
H: -1.87 -1.02 2.87  0.23
H: -0.37 2.03 0.64  0.25
H: -0.67 2.57 2.42  0.25
H: 0.85 1.63 1.82  0.21
H: 2.27 0.01 1.66  0.16
H: -0.44 -1.67 0.92  0.24
H: -1.00 -0.13 -4.64  0.38
H: -1.40 -1.61 -4.30  0.39
H: -1.60 0.69 1.04  0.46
H: 2.48 -2.12 0.16  0.48

=====

ORCA calculation (the ωB97M-V functional and the def2-TZVPD basis) on C3H3FNdO3 as an isolated structure.

Electronic energy   -27287.138 eV
Kohn-Sham gap (alpha / beta)   6.3 / 7.1 eV
Net charge   +1
LUMO energy (alpha / beta)   -0.2455 / -0.2179 hartree
Largest force on an atom   7.20 eV/Å
Spin multiplicity   4

Each line ends with the Mulliken charge.
CARTESIAN COORDINATES (ANGSTROEM)
C: -0.48 0.60 1.59  0.10
C: 0.71 0.00 1.65  -0.46
O: 0.50 -2.19 -1.54  -0.47
C: -0.06 -1.22 -2.10  0.74
O: 0.62 -0.24 -2.65  -0.68
O: -1.22 -0.69 -1.49  -0.68
Nd: -0.68 1.53 -1.95  2.01
F: -0.63 1.69 0.56  -0.35
H: -1.22 0.69 2.38  0.34
H: 0.98 -0.45 2.61  0.27
H: 1.48 0.28 0.93  0.18